A structure of composition C3H3O3V at a distorted geometry, computed with ωB97M-V with the def2-TZVPD basis set.

Relative energy (zero: lowest compared OMol25 entry of this formula, charge and spin), kJ/mol: 226.94
Total charge: +2
Spin multiplicity: 5
HOMO-LUMO gap (alpha / beta), hartree: 0.271 / 0.366
Electronic energy, a.u.: -1284.97971

Element x y z (Å)
O: -2.759 3.200 -0.092
V: 0.963 1.345 0.286
O: -0.622 2.398 0.257
C: -1.675 2.876 0.085
O: 0.972 -1.567 0.067
C: 1.743 -0.511 0.001
H: 2.729 -0.761 -0.429
C: 1.253 -2.772 -0.393
H: 2.249 -2.956 -0.801
H: 0.567 -3.554 -0.077